20
Properties=species:S:1:pos:R:3:forces:R:3 method="wB97M-V/def2-TZVPD" lumo_energy_ev="-0.05 / -0.05" energy_ev=-13014.8194 total_charge=0 gap_ev="7.67 / 7.67" relative_energy_kj_mol=228.31 spin_multiplicity=1
C 2.558463 1.522665 0.626284 -0.0965 -0.1205 -0.2625
C 1.777656 1.257585 -0.662498 0.3113 -0.0089 0.0384
N 0.367600 1.212912 -0.414848 -0.8141 0.1160 0.1367
C -0.283137 0.127610 -0.216512 0.0148 0.7531 -0.1082
C 0.241523 -1.223958 -0.179330 0.3246 -0.4633 -0.0021
C -0.540858 -2.311805 -0.039050 0.4553 0.3231 -0.0678
C -1.958098 -2.200877 0.085154 -0.6564 0.1913 0.0599
C -2.539052 -0.986168 0.110906 -0.2091 -0.1925 0.0501
C -1.748446 0.217529 -0.004143 0.4750 -1.1638 0.0023
C -2.363223 1.381461 0.084658 -0.3417 1.5011 0.0104
O -2.913161 2.392695 0.164950 0.3268 -0.7010 -0.0471
H 3.617312 1.622952 0.400860 0.1385 0.0147 0.0477
H 2.210866 2.439322 1.093512 -0.0488 0.0876 0.0768
H 2.424409 0.701733 1.329892 0.0080 -0.0269 0.0618
H 1.929891 2.100462 -1.346258 0.1549 -0.1969 0.0124
H 2.167345 0.351290 -1.148101 -0.0268 0.1062 -0.0255
H 1.312105 -1.337444 -0.262202 0.0441 -0.0529 -0.0014
H -0.099230 -3.297834 -0.012508 0.1046 -0.0390 -0.0187
H -2.553088 -3.096850 0.169329 -0.1027 -0.0160 0.0183
H -3.608880 -0.873273 0.219901 -0.0618 -0.1115 0.0183



22
Properties=species:S:1:pos:R:3:forces:R:3 method="wB97M-V/def2-TZVPD" lumo_energy_ev=-0.76 energy_ev=-17105.7658 total_charge=0 gap_ev=7.75 relative_energy_kj_mol=443.57 spin_multiplicity=1
C -0.500554 1.619029 -0.347621 1.6444 -1.7133 -1.0094
C -0.785219 0.237025 -0.746919 0.0960 -2.7306 -1.3598
C 0.732318 2.034162 -0.096109 -0.1830 0.2096 -0.0717
C 1.888739 1.111709 0.034592 -0.3905 2.5692 0.1650
C 0.356854 -0.743024 -0.349121 -2.1756 0.8989 -0.6627
C 3.808465 -0.806273 0.395257 1.4034 2.3831 -1.1497
C 2.524858 -1.095884 0.368289 3.0568 0.6220 -0.3137
C -3.158618 0.430806 0.389276 1.1152 4.9929 0.3956
C -2.011506 -0.305717 -0.073294 -1.5929 -1.6592 -0.1204
N 1.582441 -0.161138 -0.038373 -0.6626 -0.3230 -0.0771
O 0.153056 -1.925257 -0.299249 0.4980 -0.3406 0.0049
O -2.213413 -0.062886 1.278808 1.6418 -0.6769 1.6354
O -2.508086 -1.555446 -0.456184 -0.1802 0.0931 -0.8953
H -1.321566 2.207231 -0.262824 -2.1884 2.0999 0.0799
H -1.052189 -0.053527 -1.884390 0.9756 1.3044 2.1206
H 0.760041 3.115063 0.104687 0.9362 -0.6131 0.1413
H 4.639154 -1.417787 0.649955 -0.0772 -1.1168 0.4111
H 4.213439 0.194286 0.020828 -1.1158 -1.2627 0.7710
H 2.179352 -2.045212 0.512388 -0.9794 -2.1515 0.6955
H -3.181151 1.572088 0.467815 -0.1482 -1.5389 -0.6489
H -4.066389 -0.017820 0.479302 -2.5032 -1.3050 -0.3073
H -2.040027 -2.331426 -0.147116 0.8294 0.2586 0.1959



23
Properties=species:S:1:pos:R:3:forces:R:3 method="wB97M-V/def2-TZVPD" lumo_energy_ev="-1.06 / -0.69" energy_ev=-19151.0841 total_charge=0 gap_ev="6.98 / 7.33" relative_energy_kj_mol=760.12 spin_multiplicity=1
C -2.834525 -0.543886 0.497678 -1.1046 0.5851 -0.4587
C -2.020838 -0.012849 1.499692 0.8396 -2.0737 -3.4815
C -2.279723 -1.096981 -0.631133 -0.3949 -1.3103 0.0918
C -0.622628 -0.119031 1.361631 -3.5428 -0.8172 -1.5331
C -0.940633 -1.398238 -0.626543 2.2474 0.0986 -1.8827
C -0.061860 -0.811926 0.305950 -0.1112 -0.4580 0.5793
C 1.243446 3.208461 0.058413 1.1446 1.9937 -0.6371
C 2.908638 -1.533057 -1.527819 -1.4413 -0.2229 -3.3509
C 1.397880 -1.000895 0.170752 -0.7946 0.4777 1.0867
N 2.366401 -0.757965 1.159112 -0.6290 0.3509 -1.0407
O 1.929397 -0.338026 2.207181 -0.0030 0.2443 1.5265
O 3.582667 -0.886958 0.940544 -0.2066 -0.3471 -0.4154
O 1.474396 2.662247 -0.971002 -0.0775 -1.1203 -1.3300
O 1.763274 -1.286617 -1.039173 0.2305 -0.4925 -0.2364
H -3.956752 -0.545444 0.398304 1.2260 0.5540 1.0860
H -2.562931 0.407733 2.236034 -0.8463 1.6700 2.9648
H -3.030366 -1.427231 -1.352764 0.8440 -0.1979 -0.2677
H -0.067839 0.316085 2.058627 2.3206 1.6040 2.7047
H -0.391726 -1.941272 -1.446232 -1.2468 0.4462 0.6821
H 1.304540 4.351781 0.003170 -0.5717 -1.0334 0.9489
H 1.188411 2.618349 0.956736 -0.4848 0.0550 1.0393
H 2.724383 -1.723054 -2.640505 1.2506 0.1772 1.7279
H 3.731132 -1.400079 -0.892373 1.3514 -0.1834 0.1962



22
Properties=species:S:1:pos:R:3:forces:R:3 method="wB97M-V/def2-TZVPD" lumo_energy_ev=-0.33 energy_ev=-34683.5061 total_charge=0 gap_ev=7.28 relative_energy_kj_mol=227.68 spin_multiplicity=1
C 0.013510 1.783399 4.236634 4.6769 2.1912 3.6863
C 1.130915 2.232189 3.256699 -1.3756 -1.9181 2.5988
C 1.486670 0.661312 1.414809 -0.4332 -2.1940 0.8173
C 2.089689 -0.628422 1.068313 -0.3578 0.9065 3.3855
C 1.680115 -1.437581 0.035448 0.9834 -0.6186 0.0959
C 0.615500 -0.930018 -0.776644 1.0707 1.7158 2.6173
C -1.369452 -1.123134 -1.997663 1.2847 2.3444 -3.0951
C -0.077767 0.281878 -0.404365 6.4468 -2.0706 2.7153
C 0.386070 1.084482 0.633903 0.3905 0.2474 2.3919
H -0.186950 2.761449 4.770127 -0.6586 -1.2128 -0.4583
H -0.732755 1.356148 3.754968 -3.8744 -1.6376 -2.0704
H 0.391466 1.067360 5.032363 -0.2902 0.7843 -0.9995
H 1.877060 2.613176 3.914445 0.5407 1.3695 -0.1016
H 0.503808 2.928545 2.694889 1.4418 0.0069 -1.2850
H 2.577953 -1.130249 2.010320 -0.2373 1.1446 -2.2679
H 2.298050 -2.436632 0.085900 -2.0131 1.7227 -1.0428
H 0.104729 -2.399562 -2.068121 0.6410 -0.5877 -0.5026
H -0.323927 1.807852 1.060100 0.5893 0.0479 -0.4380
N -0.077274 -1.463754 -1.774429 -0.6702 -4.1801 -0.6793
O 1.802079 1.058506 2.779744 -1.0113 0.3669 -4.4375
S -2.146503 -1.468605 -3.463773 -0.3595 -0.5220 1.4354
S -1.360787 0.447699 -1.278398 -6.7847 2.0935 -2.3657



25
Properties=species:S:1:pos:R:3:forces:R:3 method="wB97M-V/def2-TZVPD" lumo_energy_ev="-15.40 / -16.87" energy_ev=-23854.2999 s_squared=3.771 total_charge=+3 gap_ev="6.11 / 4.62" spin_multiplicity=4
O -0.997878 2.979820 -6.387906 -0.0621 -0.3442 2.5257
C -1.022931 2.790479 -5.266651 0.0598 0.2384 -2.3587
Re -1.164006 0.705002 -1.570818 0.1198 -0.1940 -1.8881
C -1.334391 1.389141 0.261345 -0.8734 3.9540 8.3315
O -1.467163 1.795682 1.349452 0.6049 -2.0518 -5.2531
C -1.138510 -1.224633 -1.522370 0.1136 -6.9646 -0.4590
O -1.106093 -2.394382 -1.512188 -0.1927 5.5516 -0.0031
C 0.791267 0.993585 -1.919832 7.3431 0.4556 -1.7573
O 1.926810 1.115192 -2.129082 -5.2787 -0.4161 0.9643
C -3.139732 0.849529 -1.768096 -7.8628 -0.1299 -1.1850
O -4.294382 0.906456 -1.862357 5.4078 -0.1114 0.4457
H -1.148140 0.752185 -3.251679 -0.0366 0.4410 -0.3545
C 0.630180 -1.178273 2.859626 0.2148 0.5085 -0.3978
C 2.046892 -0.744297 2.485354 -0.4797 -0.6292 -0.2082
C 1.759097 0.047127 1.219595 1.1247 -0.7865 0.1020
O 0.682001 -0.628200 0.523226 0.3410 -0.0447 1.5553
C 0.019303 -1.472282 1.491968 -0.1450 0.4965 1.0554
H 0.588260 -2.014446 3.548062 -0.1134 -0.1224 0.0036
H 0.108504 -0.312267 3.273314 -0.2527 -0.0986 0.2785
H 2.634255 -1.628867 2.230611 0.3251 0.1417 -0.0040
H 2.551482 -0.164382 3.254086 0.0189 0.0926 -0.0748
H 1.373358 1.037978 1.503932 -0.3333 0.3706 -0.0655
H 2.609190 0.183100 0.549462 -0.1794 0.1491 -0.4109
H 0.151683 -2.521301 1.193692 0.2027 -0.3169 -0.3986
H -1.059053 -1.261947 1.447254 -0.0664 -0.1894 -0.4435



20
Properties=species:S:1:pos:R:3:forces:R:3 method="wB97M-V/def2-TZVPD" lumo_energy_ev="0.25 / -1.02" energy_ev=-20809.3928 s_squared=2.038 total_charge=0 gap_ev="7.50 / 8.26" relative_energy_kj_mol=0.00 spin_multiplicity=3
C 2.434668 -0.163632 0.348987 -3.2475 -0.7734 -0.4388
C 2.416696 -1.005725 -0.762033 -0.4868 -1.3457 0.3333
C 1.270993 0.055850 1.118623 -0.8124 -1.6155 -1.4524
C 1.396208 -1.927060 -0.952139 -0.1259 0.3480 -0.5852
C 0.130210 -0.721908 0.761661 5.2362 0.4663 -0.2465
C 0.273450 -1.755938 -0.145612 -1.1982 -0.1215 -1.0612
C -0.913255 -2.471935 -0.445634 0.2077 -0.7179 0.5511
C -2.692226 1.260204 -0.034351 -0.1041 2.9048 -0.4899
C -1.586946 1.408217 -0.996412 2.0331 1.0443 -1.3348
O -3.131140 0.403980 0.609154 -0.2685 -1.8686 0.8615
P -1.819970 -3.587612 0.315614 -0.3347 -0.1885 -0.4187
H 3.291383 0.363760 0.427837 2.4799 1.9756 0.8184
H 3.233196 -0.989586 -1.438617 0.8074 -0.0630 -0.3584
H 1.156025 0.785142 1.894554 0.3732 0.2990 0.2599
H 1.270145 -2.681307 -1.763878 0.7398 0.8196 0.6505
H -0.774357 -0.657095 1.169904 -3.4120 0.7461 1.9903
H -2.062715 1.327319 -2.009945 0.4828 0.2366 0.8048
H -0.895930 2.394102 -0.966182 -2.2299 -2.0356 0.2052
H -0.882364 0.582959 -0.875706 -0.0234 -0.1131 -0.2365
H -2.797346 -3.743189 -0.712476 -0.1168 0.0025 0.1476